--- i ---
{
  "formula": "C23H23N3O4",
  "method": "wB97M-V/def2-TZVPD",
  "symbols": ["O", "C", "C", "C", "N", "C", "C", "C", "C", "C", "C", "C", "C", "C", "C", "C", "C", "N", "N", "C", "O", "C", "C", "C", "C", "C", "C", "C", "O", "O", "H", "H", "H", "H", "H", "H", "H", "H", "H", "H", "H", "H", "H", "H", "H", "H", "H", "H", "H", "H", "H", "H", "H"],
  "positions_angstrom": [[2.243, 0.294, -0.346], [2.166, 0.354, 0.862], [3.027, -0.481, 1.796], [2.186, -1.677, 2.325], [1.057, -1.956, 1.479], [1.145, -2.432, 0.182], [-0.015, -2.199, -0.492], [-0.890, -1.520, 0.405], [-2.171, -0.983, 0.281], [-2.730, -0.347, 1.368], [-2.046, -0.257, 2.582], [-0.775, -0.775, 2.731], [-0.188, -1.389, 1.632], [-0.237, -2.576, -1.917], [1.108, -2.904, -2.567], [1.931, -3.830, -1.672], [2.344, -3.102, -0.390], [1.238, 1.099, 1.508], [0.168, 1.668, 0.836], [0.030, 3.018, 0.684], [0.723, 3.814, 1.273], [-1.127, 3.389, -0.186], [-1.990, 4.383, 0.257], [-3.099, 4.735, -0.492], [-3.360, 4.092, -1.691], [-2.498, 3.112, -2.152], [-1.373, 2.767, -1.415], [-0.431, 1.741, -1.955], [-0.784, 0.699, -2.448], [0.834, 2.117, -1.820], [3.395, 0.122, 2.625], [3.878, -0.843, 1.220], [2.819, -2.566, 2.392], [1.807, -1.458, 3.325], [-2.701, -1.061, -0.656], [-3.718, 0.084, 1.290], [-2.521, 0.230, 3.421], [-0.264, -0.699, 3.681], [-0.718, -1.748, -2.441], [-0.905, -3.443, -1.973], [1.663, -1.978, -2.723], [0.945, -3.371, -3.540], [2.822, -4.173, -2.201], [1.332, -4.706, -1.414], [2.780, -3.805, 0.325], [3.103, -2.350, -0.630], [1.228, 1.178, 2.516], [-0.433, 1.012, 0.347], [-1.778, 4.871, 1.196], [-3.763, 5.509, -0.137], [-4.230, 4.359, -2.271], [-2.679, 2.612, -3.091], [1.457, 1.370, -1.919]],
  "lowdin_charge": [0.087, -0.450, -0.049, -0.105, -0.009, -0.175, -0.120, -0.120, -0.027, -0.101, -0.098, -0.042, -0.193, -0.134, -0.184, -0.184, -0.119, 0.108, 0.117, -0.422, 0.101, -0.075, -0.004, -0.063, -0.064, -0.004, -0.080, -0.499, 0.120, 0.123, 0.117, 0.116, 0.123, 0.117, 0.116, 0.099, 0.099, 0.104, 0.098, 0.122, 0.118, 0.110, 0.109, 0.119, 0.118, 0.117, 0.161, 0.129, 0.122, 0.106, 0.106, 0.122, 0.119],
  "lumo_ev": 0.552,
  "homo_lumo_gap_ev": 8.2456,
  "homo_energy_ev": -7.69
}

--- ii ---
{
  "formula": "C23H23N3O4",
  "method": "wB97M-V/def2-TZVPD",
  "symbols": ["C", "O", "C", "C", "C", "C", "C", "C", "O", "C", "C", "C", "O", "N", "C", "C", "C", "C", "C", "C", "C", "O", "N", "C", "C", "C", "C", "C", "N", "C", "H", "H", "H", "H", "H", "H", "H", "H", "H", "H", "H", "H", "H", "H", "H", "H", "H", "H", "H", "H", "H", "H", "H"],
  "positions_angstrom": [[-4.016, -1.958, 1.098], [-3.359, -1.025, 0.261], [-2.447, -1.595, -0.619], [-2.732, -1.649, -1.972], [-1.796, -2.154, -2.857], [-0.585, -2.624, -2.388], [-0.292, -2.579, -1.037], [-1.213, -2.056, -0.144], [-0.997, -1.993, 1.221], [0.184, -1.334, 1.644], [0.269, -1.456, 3.163], [0.180, 0.147, 1.252], [1.210, 0.791, 1.200], [-1.050, 0.657, 1.039], [-1.293, 1.953, 0.568], [-2.343, 2.690, 1.101], [-2.565, 3.988, 0.681], [-1.732, 4.565, -0.264], [-0.697, 3.828, -0.812], [-0.477, 2.516, -0.415], [0.534, 1.676, -1.134], [0.228, 0.649, -1.709], [1.771, 2.229, -1.190], [2.873, 1.490, -1.779], [3.396, 0.433, -0.842], [2.992, -0.890, -0.961], [3.463, -1.818, -0.048], [4.315, -1.383, 0.955], [4.705, -0.126, 1.079], [4.254, 0.753, 0.205], [-4.610, -2.662, 0.506], [-3.302, -2.516, 1.710], [-4.677, -1.376, 1.739], [-3.680, -1.266, -2.317], [-2.015, -2.177, -3.914], [0.144, -3.024, -3.076], [0.655, -2.945, -0.673], [1.079, -1.781, 1.192], [0.328, -2.503, 3.448], [1.154, -0.934, 3.514], [-0.615, -1.018, 3.620], [-1.862, 0.061, 1.177], [-2.982, 2.237, 1.845], [-3.386, 4.553, 1.096], [-1.898, 5.583, -0.583], [-0.067, 4.260, -1.576], [2.006, 2.888, -0.463], [2.488, 1.021, -2.687], [3.660, 2.205, -2.036], [2.308, -1.173, -1.748], [3.183, -2.860, -0.114], [4.706, -2.069, 1.696], [4.600, 1.769, 0.347]],
  "lowdin_charge": [-0.063, -0.124, -0.221, 0.008, -0.077, -0.079, -0.006, -0.197, -0.033, -0.269, 0.002, -0.404, 0.098, 0.179, -0.157, -0.005, -0.079, -0.082, -0.023, -0.073, -0.461, 0.098, 0.084, -0.124, -0.198, -0.031, -0.077, -0.157, 0.069, -0.112, 0.097, 0.090, 0.093, 0.122, 0.104, 0.106, 0.108, 0.131, 0.086, 0.091, 0.089, 0.134, 0.116, 0.103, 0.102, 0.116, 0.149, 0.126, 0.125, 0.108, 0.099, 0.102, 0.116],
  "lumo_ev": 0.757,
  "homo_lumo_gap_ev": 9.4377,
  "homo_energy_ev": -8.68
}

i wins, 98.5 kJ/mol ahead of the next structure.

--- i ---
{
  "formula": "C4H12O4",
  "method": "wB97M-V/def2-TZVPD",
  "symbols": ["C", "C", "O", "O", "O", "H", "H", "H", "H", "H", "H", "C", "C", "O", "H", "H", "H", "H", "H", "H"],
  "positions_angstrom": [[0.699, 1.430, 1.284], [0.767, 0.211, 2.107], [2.064, 0.750, 0.301], [2.999, 1.453, -0.528], [-0.395, 1.694, 0.559], [2.665, 1.293, -1.423], [-0.801, 0.856, 0.231], [1.136, 2.344, 1.681], [-0.075, -0.457, 1.947], [1.707, -0.255, 1.577], [1.016, 0.414, 3.144], [-2.459, -1.129, -0.929], [-0.142, -0.993, -1.421], [-1.184, -0.690, -0.500], [-0.067, -2.075, -1.570], [0.782, -0.617, -0.984], [-0.326, -0.507, -2.386], [-2.744, -0.655, -1.876], [-3.172, -0.848, -0.156], [-2.472, -2.217, -1.057]],
  "lowdin_charge": [-0.267, -0.045, -0.302, -0.079, 0.040, 0.071, 0.075, 0.145, 0.079, 0.121, 0.084, -0.092, -0.079, -0.290, 0.094, 0.071, 0.097, 0.092, 0.093, 0.091],
  "lumo_ev": 0.782,
  "homo_lumo_gap_ev": 9.8374,
  "homo_energy_ev": -9.06
}

--- ii ---
{
  "formula": "C4H12O4",
  "method": "wB97M-V/def2-TZVPD",
  "symbols": ["O", "C", "C", "C", "C", "O", "H", "H", "H", "H", "H", "H", "H", "H", "O", "H", "H", "O", "H", "H"],
  "positions_angstrom": [[2.328, 0.628, -1.499], [2.232, 0.287, -0.352], [0.858, -0.168, 0.174], [0.669, 0.030, 1.662], [-0.826, 0.114, 2.048], [-1.365, -1.172, 2.347], [2.975, 0.391, 0.454], [0.163, 0.316, -0.531], [0.809, -1.223, -0.132], [1.150, -0.769, 2.231], [1.163, 0.940, 2.009], [-1.478, 0.559, 1.288], [-0.920, 0.605, 3.020], [-1.079, -1.858, 1.772], [-2.012, 1.104, -1.735], [-2.720, 0.638, -1.299], [-1.516, 0.651, -2.430], [-0.318, -0.673, -3.149], [-0.134, -0.460, -2.213], [0.020, 0.059, -3.666]],
  "lowdin_charge": [0.058, -0.243, -0.175, -0.179, -0.234, -0.073, 0.124, 0.091, 0.129, 0.122, 0.113, 0.111, 0.117, 0.059, -0.061, 0.037, -0.007, -0.050, 0.007, 0.055],
  "lumo_ev": 0.661,
  "homo_lumo_gap_ev": 10.8136,
  "homo_energy_ev": -10.15
}

ii wins, 364.7 kJ/mol ahead of the next structure.

--- i ---
{
  "formula": "C4H12O4",
  "method": "wB97M-V/def2-TZVPD",
  "symbols": ["C", "C", "C", "C", "O", "H", "H", "H", "H", "H", "H", "O", "H", "H", "O", "H", "H", "O", "H", "H"],
  "positions_angstrom": [[-0.470, 0.301, 3.308], [-1.362, -0.670, 2.900], [-1.380, -1.220, 1.592], [-0.478, -0.759, 0.627], [-0.432, -1.315, -0.666], [-0.575, 0.770, 4.315], [-0.178, 1.144, 2.695], [-2.012, -1.346, 3.430], [-2.161, -1.948, 1.241], [0.432, -0.207, 0.883], [0.492, -1.324, -1.040], [-1.141, 1.704, -1.395], [-0.793, 0.794, -1.160], [-2.094, 1.650, -1.340], [2.151, -0.956, -1.896], [2.790, -1.347, -2.515], [2.087, 0.003, -1.823], [1.915, 1.986, -2.271], [1.388, 2.134, -3.022], [2.810, 2.413, -2.401]],
  "lowdin_charge": [-0.018, -0.202, -0.118, -0.149, -0.058, 0.049, 0.045, 0.088, 0.123, 0.123, 0.067, -0.080, 0.024, 0.028, -0.059, 0.067, 0.008, -0.047, 0.019, 0.090],
  "lumo_ev": 0.378,
  "homo_lumo_gap_ev": 8.2531,
  "homo_energy_ev": -7.88
}

--- ii ---
{
  "formula": "C4H12O4",
  "method": "wB97M-V/def2-TZVPD",
  "symbols": ["O", "C", "C", "C", "C", "O", "H", "H", "H", "H", "H", "H", "H", "H", "O", "H", "H", "O", "H", "H"],
  "positions_angstrom": [[-0.201, 1.943, -1.110], [-0.875, 1.036, -1.536], [-1.749, 0.179, -0.662], [-1.256, 0.084, 0.777], [-1.818, -1.124, 1.536], [-1.084, -2.311, 1.295], [-0.947, 0.862, -2.622], [-2.697, 0.681, -0.672], [-1.891, -0.835, -1.047], [-0.162, -0.022, 0.816], [-1.439, 0.964, 1.374], [-2.821, -1.357, 1.184], [-1.850, -0.828, 2.591], [-0.143, -2.146, 1.433], [2.951, -1.188, -0.657], [3.216, -0.255, -0.719], [2.621, -1.400, 0.217], [3.482, 1.574, -0.851], [4.076, 2.220, -0.466], [2.586, 1.920, -0.883]],
  "lowdin_charge": [0.042, -0.249, -0.151, -0.187, -0.273, -0.065, 0.121, 0.119, 0.125, 0.113, 0.110, 0.118, 0.113, 0.081, -0.075, -0.017, 0.015, -0.039, 0.056, 0.042],
  "lumo_ev": 0.615,
  "homo_lumo_gap_ev": 10.7281,
  "homo_energy_ev": -10.11
}

ii wins, 170.8 kJ/mol ahead of the next structure.

--- i ---
{
  "formula": "C4H9O2",
  "method": "wB97M-V/def2-TZVPD",
  "symbols": ["C", "C", "O", "O", "H", "H", "H", "C", "C", "H", "H", "H", "H", "H", "H"],
  "positions_angstrom": [[-1.146, -1.853, 0.497], [-1.505, -0.828, 1.514], [-1.919, 0.283, 1.141], [-1.393, -1.278, 2.636], [-1.699, -2.710, 0.401], [-0.041, -1.933, 0.257], [-1.380, -1.501, -0.549], [1.658, 1.096, -1.275], [0.584, 1.449, -0.311], [1.394, 0.290, -1.905], [1.995, 1.963, -1.735], [2.507, 0.522, -0.819], [1.099, 1.761, 0.632], [-0.018, 0.479, -0.005], [-0.136, 2.260, -0.480]],
  "lowdin_charge": [0.005, -0.696, 0.061, 0.324, 0.052, 0.118, 0.120, -0.187, -0.175, 0.041, 0.041, 0.085, 0.076, 0.061, 0.073],
  "spin_multiplicity": 2,
  "lumo_ev": [0.741, -3.554],
  "s2": 0.755,
  "homo_lumo_gap_ev": [11.4414, 6.9741],
  "homo_energy_ev": [-10.70, -10.53]
}

--- ii ---
{
  "formula": "C4H9O2",
  "method": "wB97M-V/def2-TZVPD",
  "symbols": ["C", "O", "C", "C", "C", "O", "H", "H", "H", "H", "H", "H", "H", "H", "H"],
  "positions_angstrom": [[0.234, -0.063, -1.636], [0.502, 1.237, -1.106], [-0.706, -0.774, -0.561], [-0.089, -0.690, 0.861], [-0.937, 0.355, 1.646], [1.110, -0.165, 0.738], [1.125, -0.504, -1.702], [-0.235, -0.156, -2.697], [-1.539, -0.018, -0.653], [-0.954, -1.842, -0.795], [-0.067, -1.719, 1.227], [-0.394, 1.218, 1.949], [-1.096, -0.010, 2.659], [-1.803, 0.714, 1.159], [1.053, 0.771, -0.061]],
  "lowdin_charge": [-0.245, -0.081, -0.097, -0.462, -0.029, -0.026, 0.054, 0.162, 0.116, 0.122, 0.156, 0.071, 0.075, 0.057, 0.128],
  "spin_multiplicity": 2,
  "lumo_ev": [1.005, -2.838],
  "s2": 0.761,
  "homo_lumo_gap_ev": [11.2479, 7.0209],
  "homo_energy_ev": [-10.24, -9.86]
}

i wins, 102.4 kJ/mol ahead of the next structure.

--- i ---
{
  "formula": "C4H9NO",
  "method": "wB97M-V/def2-TZVPD",
  "symbols": ["O", "C", "H", "H", "C", "C", "N", "C", "H", "H", "H", "H", "H", "H", "H"],
  "positions_angstrom": [[-0.786, 2.824, -1.387], [0.375, 3.086, -1.539], [0.688, 3.984, -2.087], [1.169, 2.423, -1.150], [0.621, -2.088, 2.162], [0.319, -1.071, 1.262], [-0.728, -1.053, 0.462], [-0.736, -0.363, -0.826], [0.345, -3.114, 1.942], [1.138, -1.881, 3.087], [1.049, -0.285, 1.088], [-1.216, -1.950, 0.437], [-1.751, -0.058, -1.069], [-0.132, 0.536, -0.746], [-0.356, -0.988, -1.635]],
  "lowdin_charge": [-0.008, -0.126, 0.092, 0.072, 0.203, -0.090, 0.050, -0.006, 0.101, 0.097, 0.153, 0.173, 0.110, 0.061, 0.118],
  "spin_multiplicity": 2,
  "lumo_ev": [-4.311, -7.233],
  "s2": 0.766,
  "homo_lumo_gap_ev": [9.1077, 6.1852],
  "homo_energy_ev": [-13.42, -13.42],
  "charge": 1
}

--- ii ---
{
  "formula": "C4H9NO",
  "method": "wB97M-V/def2-TZVPD",
  "symbols": ["C", "C", "C", "C", "N", "H", "H", "H", "H", "H", "H", "H", "H", "H", "O"],
  "positions_angstrom": [[0.805, 0.665, -0.633], [-0.132, -0.451, -1.258], [0.273, -1.167, -2.371], [-1.775, -1.269, 0.170], [-1.509, -0.456, -0.763], [1.818, 0.578, -1.177], [0.605, 1.638, -0.785], [0.976, 0.496, 0.448], [-0.195, -2.025, -2.736], [1.030, -0.648, -2.883], [-0.946, -2.012, 0.564], [-2.642, -0.979, 0.855], [1.248, 1.550, 3.768], [0.073, 2.487, 3.440], [0.371, 1.595, 3.364]],
  "lowdin_charge": [0.033, -0.183, 0.266, 0.034, 0.105, 0.121, 0.048, 0.103, 0.095, 0.092, 0.148, 0.128, 0.045, 0.020, -0.056],
  "spin_multiplicity": 2,
  "lumo_ev": [-4.772, -8.419],
  "s2": 0.759,
  "homo_lumo_gap_ev": [9.6986, 6.0509],
  "homo_energy_ev": [-14.47, -14.47],
  "charge": 1
}

i wins, 145.8 kJ/mol ahead of the next structure.

--- i ---
{
  "formula": "C9H8N2O2",
  "method": "wB97M-V/def2-TZVPD",
  "symbols": ["O", "C", "C", "C", "C", "C", "C", "C", "C", "C", "N", "N", "O", "H", "H", "H", "H", "H", "H", "H", "H"],
  "positions_angstrom": [[-4.002, 0.135, 1.739], [-2.907, 0.157, 2.141], [-1.734, 0.031, 2.687], [-0.422, 0.019, 2.093], [-0.067, -0.153, 0.806], [1.312, 0.018, 0.481], [1.705, 0.366, -0.759], [0.675, 0.439, -1.766], [-0.652, 0.321, -1.529], [-1.120, -0.305, -0.231], [-1.375, -1.719, -0.401], [-0.755, -2.354, -1.263], [-1.002, -3.554, -1.467], [-1.751, 0.050, 3.658], [0.291, 0.129, 2.970], [2.077, 0.013, 1.150], [2.619, 0.604, -1.081], [0.880, 0.799, -2.738], [-1.306, 0.466, -2.444], [-1.972, 0.310, 0.038], [-0.105, -1.763, -1.825]],
  "lowdin_charge": [0.202, -0.155, -0.068, -0.019, -0.198, -0.034, -0.054, -0.111, -0.051, -0.287, 0.131, -0.188, -0.037, 0.060, 0.146, 0.086, 0.063, 0.090, 0.136, 0.127, 0.163],
  "lumo_ev": [-0.286, -0.285],
  "homo_lumo_gap_ev": [7.8080, 7.8086],
  "homo_energy_ev": [-8.09, -8.09]
}

--- ii ---
{
  "formula": "C9H8N2O2",
  "method": "wB97M-V/def2-TZVPD",
  "symbols": ["C", "C", "C", "C", "C", "C", "C", "C", "C", "N", "N", "O", "O", "H", "H", "H", "H", "H", "H", "H", "H"],
  "positions_angstrom": [[0.374, 1.291, 0.904], [-0.121, 0.185, 0.760], [1.162, 2.294, 0.378], [0.812, 1.072, -1.611], [1.301, 2.255, -1.024], [-0.949, -2.060, 2.440], [1.957, 3.289, -1.812], [-0.737, -0.936, 0.410], [-1.944, -2.965, 0.605], [0.239, 0.195, -2.054], [-1.249, -1.903, 1.167], [2.050, 4.435, -1.506], [2.470, 2.824, -2.913], [1.773, 2.976, 1.043], [2.249, 1.946, -2.952], [-1.612, -2.882, 2.866], [-0.248, -1.391, 2.895], [-1.117, -0.887, -0.689], [-2.741, -3.393, 1.153], [-1.273, -3.786, 0.208], [-2.396, -2.558, -0.267]],
  "lowdin_charge": [-0.008, -0.053, 0.008, -0.210, -0.139, 0.075, -0.564, -0.144, -0.059, 0.194, -0.256, 0.134, 0.182, 0.149, 0.047, 0.110, 0.082, 0.138, 0.089, 0.142, 0.085],
  "lumo_ev": [-1.250, -0.952],
  "homo_lumo_gap_ev": [6.2609, 6.4740],
  "homo_energy_ev": [-7.51, -7.43]
}

--- iii ---
{
  "formula": "C9H8N2O2",
  "method": "wB97M-V/def2-TZVPD",
  "symbols": ["O", "C", "C", "C", "C", "N", "C", "C", "N", "C", "C", "C", "O", "H", "H", "H", "H", "H", "H", "H", "H"],
  "positions_angstrom": [[2.418, -3.030, -0.186], [3.367, -1.890, -0.021], [2.471, -0.678, 0.113], [1.712, 0.316, 0.123], [0.874, 1.394, -0.046], [1.340, 2.617, 0.178], [0.163, 3.453, 0.088], [-0.986, 2.768, -0.148], [-0.578, 1.439, -0.256], [-1.431, 0.358, -0.064], [-2.095, -0.629, -0.071], [-2.708, -2.032, 0.120], [-4.097, -1.818, 0.104], [2.993, -3.862, 0.442], [4.101, -2.168, 0.899], [3.925, -1.671, -0.991], [0.382, 4.499, 0.355], [-2.035, 3.145, -0.207], [-2.533, -2.593, 0.999], [-2.370, -2.736, -0.655], [-4.560, -2.585, -0.197]],
  "lowdin_charge": [-0.195, -0.259, 0.045, 0.043, -0.302, 0.115, -0.122, -0.067, -0.019, -0.017, 0.074, -0.238, -0.069, 0.216, 0.151, 0.121, 0.100, 0.138, 0.096, 0.117, 0.073],
  "lumo_ev": 0.199,
  "homo_lumo_gap_ev": 8.6756,
  "homo_energy_ev": -8.48
}

ii wins, 38.8 kJ/mol ahead of the next structure.